Record 1
{
  "formula": "Br2OS",
  "method": "ωB97M-V/def2-TZVPD",
  "species": ["O", "S", "Br", "Br"],
  "coordinates": [[-0.1678, 1.0718, -1.0542], [-0.4003, 0.6644, 0.2767], [2.7268, -0.9515, 0.3810], [-2.1587, -0.7847, 0.3965]],
  "forces_ev_per_angstrom": [[0.340, 0.881, -2.884], [-0.658, -1.464, 2.937], [-0.302, 0.112, 0.035], [0.620, 0.470, -0.087]],
  "lowdin_charge": [-0.599, 0.421, 0.000, 0.178],
  "homo_energy_ev": [-11.3, -9.6],
  "gap_ev": [9.3214, 5.8803],
  "largest_force_ev_per_a": 3.3,
  "multiplicity": 1
}

Record 2
{
  "formula": "C7H11N3O2S",
  "method": "ωB97M-V/def2-TZVPD",
  "species": ["C", "C", "O", "C", "C", "O", "N", "C", "N", "N", "C", "C", "S", "H", "H", "H", "H", "H", "H", "H", "H", "H", "H", "H"],
  "coordinates": [[3.7213, -1.3565, 0.7861], [3.4974, 0.0391, 0.3270], [2.7668, -0.0020, -0.9414], [1.3479, 0.1686, -0.8354], [0.9392, 1.5682, -0.3182], [1.6576, 2.5127, -0.2276], [-0.3958, 1.7263, 0.0236], [-1.4640, 0.8068, -0.0130], [-1.3699, -0.4291, -0.3984], [-2.5898, -1.0576, -0.4603], [-3.5477, -0.2936, -0.1004], [-5.0001, -0.7142, -0.1061], [-3.1056, 1.3209, 0.3871], [2.7319, -1.7285, 1.0197], [4.3466, -1.5805, 1.6026], [4.0198, -1.9334, -0.0439], [2.9402, 0.6070, 1.0884], [4.4108, 0.6075, 0.1101], [0.8246, 0.1112, -1.8164], [0.9624, -0.5544, -0.1300], [-0.5765, 2.6393, 0.3958], [-5.3497, -0.7687, 0.9484], [-5.6730, -0.0069, -0.6420], [-5.0945, -1.6822, -0.6557]],
  "forces_ev_per_angstrom": [[-1.604, -0.295, -0.518], [-0.261, 1.199, -0.510], [-0.738, 0.633, 0.258], [0.971, 0.821, 0.452], [-0.158, -1.479, -0.488], [0.979, 0.945, 0.173], [-1.264, -0.956, 0.249], [0.481, 0.345, -0.107], [0.041, 0.700, 0.061], [0.356, 0.233, 0.075], [-1.658, 0.062, -0.093], [-0.266, -0.165, -0.144], [0.928, -0.489, -0.383], [-0.291, -0.409, 0.327], [0.913, 0.330, 1.087], [0.683, -0.748, -1.026], [0.079, 0.006, -0.332], [-0.175, -0.227, 0.043], [0.719, -0.565, 0.524], [-0.414, -0.353, -0.152], [-0.192, 0.280, 0.053], [0.037, -0.277, -0.751], [0.676, -0.218, 0.396], [0.158, 0.628, 0.806]],
  "lowdin_charge": [-0.074, -0.245, -0.143, -0.120, -0.448, 0.114, 0.101, -0.586, 0.009, 0.015, -0.682, -0.093, 1.071, 0.075, 0.065, 0.067, 0.116, 0.125, 0.146, 0.101, 0.133, 0.082, 0.079, 0.091],
  "smiles": "CCOCC(=O)Nc1nnc(C)s1",
  "homo_energy_ev": -9.5,
  "gap_ev": 9.8782,
  "largest_force_ev_per_a": 1.7,
  "multiplicity": 1
}

Record 3
{
  "formula": "C2H8N4",
  "method": "ωB97M-V/def2-TZVPD",
  "species": ["C", "N", "N", "C", "N", "N", "H", "H", "H", "H", "H", "H", "H", "H"],
  "coordinates": [[2.2169, -0.2065, 0.7251], [1.4865, -0.0753, -0.4857], [0.1495, 0.6029, -0.3649], [-0.6295, -0.3570, -0.3546], [-2.0033, -0.6686, -0.0198], [-2.8914, 0.4445, -0.1857], [1.7897, -0.8134, 1.4139], [3.3208, -0.1760, 0.5447], [2.3575, 0.8047, 1.4692], [2.0969, 0.6810, -0.9561], [0.1437, -1.0896, -0.7358], [-2.3761, -1.4782, -0.8626], [-2.7745, 1.2263, -0.8842], [-2.8868, 1.1052, 0.6964]],
  "forces_ev_per_angstrom": [[2.556, 5.384, 1.747], [1.778, 3.994, -2.257], [1.493, 3.052, 1.724], [-0.608, -4.775, -0.935], [0.388, -0.176, -4.878], [-1.368, 3.349, 2.547], [-0.747, -2.743, 1.717], [-0.973, -1.494, -0.193], [-1.185, -1.633, -1.958], [-1.517, -1.561, 0.167], [-2.510, -2.017, 0.565], [1.614, 3.049, 3.428], [0.969, -1.974, -0.021], [0.108, -2.454, -1.653]],
  "lowdin_charge": [-0.186, -0.192, 0.014, -0.307, -0.104, -0.108, 0.019, 0.085, 0.126, 0.132, 0.114, 0.214, 0.081, 0.112],
  "smiles": "CN/N=C/NN",
  "homo_energy_ev": -9.2,
  "gap_ev": 10.2092,
  "largest_force_ev_per_a": 6.2,
  "multiplicity": 1
}

Record 4
{
  "formula": "C4H8InO3",
  "method": "ωB97M-V/def2-TZVPD",
  "species": ["C", "H", "H", "H", "O", "C", "H", "H", "O", "C", "C", "O", "In", "H", "H", "H"],
  "coordinates": [[1.0684, -2.2165, 0.9031], [0.2117, -2.4043, 1.5642], [1.7608, -3.0737, 1.0048], [0.8355, -2.1827, -0.1808], [1.7295, -1.0225, 1.3408], [2.0932, -0.1321, 0.2723], [2.6373, 0.7009, 0.7536], [2.8134, -0.6494, -0.3992], [-0.4636, 2.2635, 0.0119], [-1.6507, 2.1933, -0.2899], [-2.1968, 0.9608, -0.9382], [-1.2245, 0.0545, -1.2497], [0.4911, 0.6227, -0.7859], [-2.3520, 2.9834, 0.0362], [-2.7845, 1.3236, -1.8131], [-2.9688, 0.5785, -0.2303]],
  "forces_ev_per_angstrom": [[0.752, -0.691, 0.012], [0.077, 0.169, -0.497], [-0.231, 0.397, 0.054], [-0.361, 0.094, 0.557], [-0.670, 1.067, -1.394], [2.727, -1.334, 1.447], [-0.336, -0.320, -0.312], [-0.460, 0.420, 0.219], [-0.309, 1.535, 0.140], [-1.377, -0.164, 0.809], [-1.121, 1.063, -0.238], [-2.362, -0.904, -1.030], [2.813, -0.961, 0.497], [0.334, -0.105, -0.252], [0.197, -0.292, 0.190], [0.327, 0.025, -0.203]],
  "lowdin_charge": [-0.090, 0.103, 0.106, 0.078, -0.231, -0.283, 0.088, 0.086, -0.003, -0.109, -0.277, -0.246, 1.273, 0.171, 0.163, 0.170],
  "homo_energy_ev": -13.6,
  "gap_ev": 8.4680,
  "largest_force_ev_per_a": 3.4,
  "charge": 1,
  "multiplicity": 1
}

Record 5
{
  "formula": "C7H8O2S",
  "method": "ωB97M-V/def2-TZVPD",
  "species": ["C", "C", "C", "S", "C", "C", "C", "O", "C", "O", "H", "H", "H", "H", "H", "H", "H", "H"],
  "coordinates": [[-1.8635, 1.5452, 0.7647], [-1.1412, 0.8554, -0.3290], [-1.2420, 1.0143, -1.6794], [-0.1204, 0.0823, -2.5951], [0.7210, -0.4526, -1.1318], [2.0422, -1.1652, -1.2472], [-0.0609, -0.0861, -0.0127], [0.1741, -0.4437, 1.3719], [0.7274, -1.2133, 2.2728], [1.6404, -2.0278, 2.3709], [-2.7035, 0.7194, 1.1227], [-1.2537, 1.7447, 1.6254], [-2.3855, 2.4742, 0.4408], [-1.8006, 1.8756, -2.1468], [2.7394, -0.4350, -1.0471], [2.1770, -2.0187, -0.5773], [2.2509, -1.4607, -2.3521], [0.0990, -1.0079, 3.1493]],
  "forces_ev_per_angstrom": [[-3.201, -1.723, 0.216], [1.654, -0.905, 0.154], [-0.710, 1.483, 0.013], [0.717, 0.299, 1.385], [-2.006, -0.157, 1.002], [-1.480, -1.568, -2.180], [1.909, -0.798, -1.414], [-0.986, 1.811, -2.773], [1.166, -2.310, 2.300], [-1.548, 1.957, -1.786], [1.823, 2.315, -0.603], [0.365, 0.079, 0.274], [0.328, -0.787, 0.184], [0.444, -1.483, 0.395], [1.972, 1.460, 0.676], [-0.149, 0.165, -0.137], [-0.527, 0.232, 1.912], [0.232, -0.070, 0.383]],
  "lowdin_charge": [-0.051, -0.350, -0.404, 1.010, -0.465, -0.086, -0.174, 0.047, -0.352, 0.056, 0.149, 0.061, 0.086, 0.099, 0.046, 0.081, 0.107, 0.142],
  "smiles": "Cc1csc(C)c1OC=O",
  "homo_energy_ev": -8.8,
  "gap_ev": 9.5551,
  "largest_force_ev_per_a": 3.6,
  "multiplicity": 1
}

Record 6
{
  "formula": "C36H44LaN3P",
  "method": "ωB97M-V/def2-TZVPD",
  "species": ["La", "N", "N", "C", "C", "C", "C", "H", "H", "H", "C", "C", "H", "H", "H", "C", "C", "H", "H", "H", "C", "H", "H", "H", "C", "H", "H", "H", "C", "H", "C", "H", "C", "H", "C", "H", "C", "C", "H", "C", "C", "H", "C", "H", "N", "C", "C", "C", "H", "C", "C", "H", "H", "H", "C", "H", "C", "C", "H", "H", "H", "C", "H", "H", "H", "C", "P", "C", "C", "C", "C", "C", "C", "C", "H", "H", "H", "H", "H", "H", "H", "H", "H", "H", "H"],
  "coordinates": [[0.5261, -0.0619, 0.3999], [1.9947, 3.3701, -0.1668], [0.8921, -0.9966, -2.6879], [-1.6056, -1.0263, 1.3804], [-1.8595, -1.3435, 0.0039], [-2.1390, -0.1381, -0.7062], [-2.4953, -0.0436, -2.1476], [-2.4000, -1.0302, -2.6548], [-1.8943, 0.6796, -2.7492], [-3.5612, 0.2689, -2.2435], [-2.0353, 0.9441, 0.2186], [-2.2453, 2.3796, -0.0910], [-3.2464, 2.6768, 0.2987], [-2.1975, 2.6446, -1.1737], [-1.5179, 3.0533, 0.4080], [-1.7152, 0.3996, 1.5167], [-1.3048, 1.1667, 2.7228], [-0.7271, 2.1029, 2.5361], [-0.6951, 0.6047, 3.4777], [-2.2605, 1.4748, 3.2009], [-1.9252, -2.6886, -0.6025], [-2.9834, -2.9562, -0.8246], [-1.5430, -3.4775, 0.0785], [-1.3717, -2.7882, -1.5615], [-1.1817, -1.9731, 2.4655], [-0.3937, -1.5842, 3.1560], [-0.8278, -2.9636, 2.1016], [-2.0985, -2.1363, 3.0721], [3.1397, 4.0251, -0.1219], [3.0860, 4.9852, 0.3677], [4.3168, 3.5009, -0.6452], [5.2127, 4.0826, -0.5465], [4.3211, 2.2541, -1.2723], [5.2081, 1.8156, -1.6824], [3.1422, 1.5497, -1.3715], [3.0121, 0.5833, -1.8749], [1.9689, 2.1839, -0.8693], [0.6757, 1.6798, -1.0534], [-0.1018, 1.9641, -1.7688], [0.8480, -1.3237, -1.4225], [1.6088, -1.9643, -3.3382], [1.7229, -1.9120, -4.3976], [2.0767, -2.8941, -2.4252], [2.6555, -3.7796, -2.4918], [1.6459, -2.4610, -1.1899], [1.8847, -3.0769, 0.1166], [1.2321, -4.2885, 0.4017], [1.5175, -4.9153, 1.6104], [1.0032, -5.8432, 1.8533], [2.4361, -4.3744, 2.5159], [2.6923, -5.0372, 3.8383], [2.5344, -4.3380, 4.6715], [3.7220, -5.4069, 3.9287], [2.0225, -5.8890, 3.9950], [3.1179, -3.2066, 2.1764], [3.8624, -2.7851, 2.8518], [2.8634, -2.5359, 0.9785], [3.6338, -1.3118, 0.5752], [4.5845, -1.5647, 0.0779], [3.8787, -0.6943, 1.4478], [3.1013, -0.6665, -0.1448], [0.2631, -4.8600, -0.5763], [0.6634, -5.7180, -1.1275], [-0.0209, -4.1347, -1.3402], [-0.6495, -5.2002, -0.0777], [1.2687, 5.3348, 2.4066], [0.2284, 4.0609, 1.6266], [-0.9543, 4.2528, 3.0575], [-0.4109, 5.1015, 0.2176], [-1.2103, 6.1929, 0.6071], [-1.7491, 7.0559, -0.3385], [-1.5208, 6.8668, -1.7038], [-0.7433, 5.7782, -2.1109], [-0.2126, 4.9030, -1.1706], [1.6409, 4.8971, 3.3438], [0.5947, 6.1702, 2.6234], [2.0780, 5.6732, 1.7738], [-1.0419, 5.2976, 3.3725], [-1.9553, 3.8627, 2.8180], [-0.5571, 3.6993, 3.9247], [-1.4247, 6.3753, 1.6620], [-2.3628, 7.8904, -0.0044], [-1.9491, 7.5488, -2.4427], [-0.5625, 5.6046, -3.1751], [0.3600, 4.0594, -1.5643]],
  "forces_ev_per_angstrom": [[0.851, 2.839, 2.476], [1.615, 0.564, -0.583], [-0.159, -0.807, -1.062], [-0.671, 0.313, -0.765], [-0.090, 0.778, 0.570], [0.701, 0.245, 1.340], [-0.499, 0.002, -0.989], [0.001, 0.645, 0.348], [-0.224, -0.481, 0.650], [0.504, -0.165, -0.062], [0.306, -1.076, 0.354], [-0.603, 1.129, 0.147], [0.298, 0.033, -0.360], [-0.055, -0.416, 0.778], [-0.550, -0.825, -0.392], [-0.139, -0.746, -1.091], [-0.459, 0.733, 1.070], [-0.551, -1.173, -0.276], [-0.636, 0.091, -0.614], [0.670, 0.056, 0.364], [-0.490, -1.163, -0.247], [0.444, 0.033, 0.077], [-0.370, 0.734, -0.362], [-0.332, 0.310, 0.584], [-0.572, -0.401, 0.532], [-0.468, -0.092, -0.501], [-0.254, 0.654, 0.078], [0.663, -0.282, 0.139], [0.143, -0.951, -0.254], [0.449, 0.240, -0.011], [0.406, 0.533, 0.053], [0.427, 0.130, -0.092], [-0.488, -0.292, 0.379], [0.594, 0.060, -0.152], [-0.127, 0.278, 0.614], [0.168, 0.563, -0.002], [-1.834, 0.532, -0.472], [-0.723, -1.250, -0.363], [0.422, 0.449, 0.456], [0.882, -1.619, -1.226], [0.227, -0.706, 1.043], [0.263, -0.237, -0.465], [0.112, 0.515, -0.397], [0.493, -0.541, -0.327], [-0.466, 0.061, 0.088], [0.242, -0.096, -1.379], [0.395, 0.616, 0.114], [0.163, 0.204, 0.221], [0.057, 0.108, 0.034], [-0.101, -0.058, -0.274], [0.051, -0.163, 0.428], [0.014, -0.122, -0.212], [-0.148, 0.087, -0.103], [0.090, 0.128, -0.058], [-0.184, 0.264, -0.184], [-0.134, -0.125, -0.022], [-0.516, -0.504, -0.378], [0.159, 0.500, -0.044], [-0.310, -0.017, 0.159], [0.030, -0.111, -0.093], [0.320, -0.442, 0.256], [-0.306, -0.538, -0.562], [0.211, -0.018, 0.228], [0.162, -0.210, 0.292], [0.192, -0.070, -0.030], [0.286, 0.252, 0.125], [0.594, -0.933, -0.054], [-1.106, 0.591, -0.157], [-0.828, 0.760, 0.208], [0.231, -0.269, -0.458], [-0.200, 0.284, -0.367], [0.096, -0.162, 0.211], [-0.358, 0.395, 0.188], [0.324, -0.269, 0.212], [0.080, 0.315, -0.215], [0.455, 0.165, 0.103], [0.184, 0.056, 0.121], [-0.240, -0.043, 0.082], [0.266, 0.112, 0.209], [-0.023, 0.039, -0.460], [0.076, -0.041, -0.315], [0.064, -0.086, -0.072], [0.121, -0.174, 0.263], [-0.035, 0.004, 0.358], [-0.251, 0.275, 0.553]],
  "lowdin_charge": [1.694, -0.028, 0.035, -0.400, -0.323, -0.276, -0.054, 0.073, 0.079, 0.080, -0.301, -0.072, 0.089, 0.085, 0.003, -0.384, -0.111, -0.026, 0.080, 0.090, -0.071, 0.093, 0.049, 0.072, -0.074, 0.066, 0.066, 0.084, -0.176, 0.073, -0.116, 0.069, -0.108, 0.086, -0.073, 0.098, -0.478, -0.316, 0.020, -0.472, -0.167, 0.071, -0.108, 0.089, -0.089, -0.129, -0.197, -0.008, 0.119, -0.270, -0.063, 0.081, 0.079, 0.072, -0.011, 0.122, -0.216, -0.052, 0.104, 0.090, 0.018, -0.056, 0.090, 0.054, 0.081, -0.297, 0.929, -0.331, -0.326, -0.116, -0.112, -0.109, -0.090, -0.086, 0.046, 0.019, 0.007, 0.011, 0.037, 0.047, 0.081, 0.090, 0.092, 0.101, 0.076],
  "homo_energy_ev": [-1.8, -1.8],
  "gap_ev": [4.0166, 4.0156],
  "largest_force_ev_per_a": 3.9,
  "charge": -1,
  "multiplicity": 1
}